{
  "formula": "C35H35N7O5PRb",
  "method": "ωB97M-V/def2-TZVPD",
  "charge": -2,
  "homo_lumo_gap_ev": [4.085, 4.679],
  "de_lowest_kj_mol": 42.9,
  "elements": ["Rb", "P", "O", "O", "O", "O", "O", "N", "N", "N", "N", "N", "N", "N", "C", "C", "C", "C", "C", "C", "C", "C", "C", "C", "C", "C", "C", "C", "C", "C", "C", "C", "C", "C", "C", "C", "C", "C", "C", "C", "C", "C", "C", "C", "C", "C", "C", "C", "C", "H", "H", "H", "H", "H", "H", "H", "H", "H", "H", "H", "H", "H", "H", "H", "H", "H", "H", "H", "H", "H", "H", "H", "H", "H", "H", "H", "H", "H", "H", "H", "H", "H", "H", "H"],
  "positions_angstrom": [[-0.577, -0.393, -0.838], [-1.939, 1.199, 2.193], [-1.983, -1.729, -2.428], [-3.358, -6.184, -1.447], [-2.702, -4.829, 1.097], [-2.874, -4.262, -3.620], [-1.765, -2.152, 0.495], [-2.842, 1.454, -2.036], [0.438, 2.689, -0.644], [8.975, 3.220, -2.858], [3.650, -3.640, -0.516], [0.302, 4.956, -2.252], [2.237, -1.439, 0.572], [2.447, 0.904, -0.936], [2.560, -3.784, 0.289], [1.933, -0.446, 1.602], [1.865, -2.754, 0.831], [-3.712, 0.448, -2.009], [3.279, -1.252, -0.332], [-4.351, 2.394, 1.363], [-2.946, -5.045, -1.317], [-2.669, 2.077, -3.206], [7.872, 3.983, -2.935], [-2.141, -3.003, -0.372], [6.338, 2.270, -2.137], [-4.434, 0.022, -3.117], [-0.693, 4.619, -1.427], [3.545, 0.120, -0.853], [6.595, 3.589, -2.610], [-4.242, 0.674, -4.317], [-2.582, -4.360, -0.031], [-3.340, 1.730, -4.365], [-0.632, 3.481, -0.645], [1.353, 4.156, -2.262], [-3.238, 2.495, 2.401], [-0.773, 2.550, 4.480], [3.879, 2.628, -1.839], [3.921, -2.358, -0.825], [5.049, 1.808, -1.760], [1.450, 3.020, -1.437], [2.666, 2.144, -1.424], [4.810, 0.508, -1.216], [-3.581, -0.983, 2.861], [7.510, 1.463, -2.072], [-2.456, -0.098, 3.385], [-2.684, -4.058, -2.427], [-0.530, 1.984, 3.085], [8.737, 1.969, -2.427], [-2.235, -2.794, -1.802], [7.459, 0.432, -1.749], [-3.638, 2.476, 3.421], [-2.729, 3.460, 2.300], [1.789, 0.530, 1.146], [0.258, 1.225, 3.114], [-1.474, 3.181, -0.031], [-1.567, -0.710, 3.567], [-5.075, -0.844, -3.032], [-5.095, 3.182, 1.497], [-3.812, -0.075, -1.063], [-1.097, 1.778, 5.180], [4.690, -2.170, -1.566], [-1.575, 5.249, -1.398], [-1.944, 2.885, -3.213], [-0.137, 2.758, 2.418], [1.021, -0.759, 2.110], [2.748, -0.412, 2.334], [-1.541, 3.326, 4.471], [0.972, -2.893, 1.424], [-3.949, 2.468, 0.351], [3.959, 3.646, -2.187], [5.627, -0.179, -1.049], [-4.872, 1.438, 1.418], [-2.722, 0.364, 4.344], [-4.762, 0.343, -5.207], [2.155, 4.386, -2.952], [-3.132, 2.268, -5.280], [5.802, 4.315, -2.721], [-4.496, -0.407, 2.699], [0.136, 2.996, 4.890], [2.214, -4.790, 0.492], [8.020, 5.002, -3.285], [9.600, 1.312, -2.358], [-3.817, -1.772, 3.577], [-3.281, -1.467, 1.931]],
  "lowdin_charge": [0.893, 0.944, -0.228, 0.053, 0.026, 0.034, -0.271, 0.038, 0.115, -0.002, 0.032, 0.067, -0.106, 0.078, -0.157, -0.053, -0.067, -0.171, -0.152, -0.166, -0.303, -0.149, -0.211, -0.373, -0.198, -0.053, -0.156, -0.240, -0.050, -0.072, -0.333, -0.073, -0.146, -0.083, -0.437, -0.159, 0.014, -0.118, -0.173, -0.188, -0.242, 0.018, -0.147, -0.048, -0.424, -0.321, -0.426, -0.207, -0.371, 0.085, 0.073, 0.068, 0.060, 0.051, 0.073, 0.080, 0.113, 0.063, 0.111, 0.058, 0.106, 0.098, 0.091, 0.064, 0.075, 0.098, 0.056, 0.117, 0.043, 0.079, 0.092, 0.055, 0.064, 0.103, 0.105, 0.095, 0.082, 0.052, 0.063, 0.099, 0.084, 0.085, 0.071, 0.045]
}



{
  "formula": "C42H43I3N4O3Pb",
  "method": "ωB97M-V/def2-TZVPD",
  "homo_lumo_gap_ev": [6.196, 6.129],
  "de_lowest_kj_mol": 202.1,
  "elements": ["Pb", "I", "I", "I", "O", "O", "O", "N", "N", "N", "N", "C", "C", "C", "C", "C", "C", "C", "C", "C", "C", "C", "C", "C", "C", "C", "C", "C", "C", "C", "C", "C", "C", "C", "C", "C", "C", "C", "C", "C", "C", "C", "C", "C", "C", "C", "C", "C", "C", "C", "C", "C", "C", "H", "H", "H", "H", "H", "H", "H", "H", "H", "H", "H", "H", "H", "H", "H", "H", "H", "H", "H", "H", "H", "H", "H", "H", "H", "H", "H", "H", "H", "H", "H", "H", "H", "H", "H", "H", "H", "H", "H", "H", "H", "H", "H"],
  "positions_angstrom": [[-0.678, 0.317, 0.909], [-0.373, 2.785, 5.553], [4.270, -0.667, 6.954], [-0.416, 2.304, -2.781], [0.102, 1.342, 2.771], [-2.824, 1.069, 0.932], [-1.038, 5.573, 3.056], [-4.935, 2.970, 3.082], [0.225, -1.276, -1.735], [-0.562, 2.741, 0.410], [1.756, -0.705, 2.056], [-2.193, -2.592, -4.399], [-1.849, -4.367, -2.660], [1.029, 1.374, 4.932], [-3.137, -3.923, -1.961], [2.338, -0.349, -1.409], [3.523, -2.230, 2.555], [-1.770, -1.336, 2.750], [-4.462, 2.000, 2.335], [2.536, -1.700, 1.707], [-4.252, 4.127, 3.167], [3.534, -2.060, -3.249], [-2.132, -1.667, -1.638], [1.876, -0.171, 3.298], [-1.331, 3.609, 0.953], [-3.341, -2.423, -2.189], [3.190, 3.944, -1.035], [2.170, -2.136, -3.041], [-3.232, 2.106, 1.605], [2.833, -0.644, 4.231], [4.530, 0.718, -0.826], [-2.396, 5.695, 2.640], [0.684, 3.176, -0.097], [-1.964, -4.089, -4.163], [4.288, -1.133, -2.526], [1.629, 3.712, 0.777], [-5.225, 0.712, 2.257], [-3.473, -2.147, -3.688], [2.260, 3.404, -1.912], [3.672, -1.698, 3.803], [-2.559, 3.338, 1.667], [1.011, 3.022, -1.443], [3.697, -0.267, -1.599], [2.874, 4.097, 0.308], [1.518, -1.292, -2.096], [2.878, -0.054, 5.522], [1.985, 0.921, 5.857], [4.204, -2.993, -4.225], [0.951, 0.888, 3.636], [-0.826, -2.084, -2.339], [-0.648, -3.599, -2.090], [-3.094, 4.370, 2.477], [-1.000, -1.805, -3.851], [-0.565, -3.767, -1.011], [-4.672, 4.886, 3.819], [-2.283, -2.399, -5.472], [2.499, 3.290, -2.961], [-1.025, 4.654, 0.903], [1.854, 0.300, -0.687], [2.395, -2.100, 0.708], [4.147, -3.045, 2.215], [-1.151, -0.731, -3.989], [-1.691, -5.436, -2.496], [-6.168, 0.820, 2.787], [5.361, -1.087, -2.688], [-1.993, -0.490, 3.389], [-2.267, -0.586, -1.748], [-0.099, -2.070, -4.400], [1.363, 3.808, 1.823], [-2.793, -4.666, -4.585], [-4.335, -2.685, -4.095], [-0.975, 4.877, 3.721], [5.183, -2.617, -4.522], [3.598, 4.517, 0.994], [0.268, -3.977, -2.542], [-2.027, -1.873, -0.567], [-1.052, -4.413, -4.677], [-2.562, -1.744, 2.137], [-4.241, -2.086, -1.670], [4.162, 4.244, -1.405], [-4.652, -0.104, 2.707], [5.450, 0.255, -0.464], [-3.645, -1.080, -3.860], [1.999, 1.355, 6.848], [4.348, -3.980, -3.781], [-2.966, 6.307, 3.345], [-0.905, -1.946, 2.977], [-3.078, -4.137, -0.889], [-5.407, 0.431, 1.219], [-3.987, -4.485, -2.358], [1.608, -2.864, -3.603], [4.422, -2.083, 4.481], [3.979, 1.111, 0.029], [3.601, -3.122, -5.124], [-2.364, 6.243, 1.696], [4.811, 1.566, -1.454]],
  "lowdin_charge": [1.425, 1.002, 0.904, 0.967, -0.304, -0.265, -0.094, 0.116, 0.134, -0.051, 0.061, -0.284, -0.284, -0.630, -0.119, -0.013, -0.041, 0.001, -0.260, -0.130, -0.109, -0.259, -0.127, -0.154, -0.047, -0.281, -0.103, 0.028, -0.310, -0.208, -0.036, -0.209, -0.365, -0.115, 0.010, -0.006, -0.026, -0.116, -0.158, -0.045, -0.075, -0.659, -0.256, -0.068, -0.273, -0.678, -0.237, -0.047, -0.454, -0.448, -0.073, -0.165, -0.077, 0.128, 0.108, 0.140, 0.096, 0.137, 0.073, 0.106, 0.106, 0.097, 0.139, 0.077, 0.122, 0.007, 0.103, 0.106, 0.123, 0.120, 0.121, -0.018, 0.075, 0.109, 0.105, 0.085, 0.120, -0.001, 0.142, 0.107, 0.068, 0.083, 0.122, 0.075, 0.085, 0.115, 0.002, 0.119, 0.080, 0.121, 0.095, 0.057, 0.074, 0.080, 0.124, 0.075]
}



In the order shown, the computed E values come out to -67476.0859, -85904.5191 eV.